1.
Density functional theory data (the ωB97M-V functional and the def2-TZVPD basis) for C37H53MnN3PSbSi3 as an isolated structure.

Each line ends with the Löwdin spin population.
Element x y z (Å)
Mn 10.405 11.624 10.901  4.079
C 10.413 7.157 9.835  -0.007
Sb 11.072 8.919 10.785  0.034
C 9.437 10.210 9.949  -0.158
C 9.091 10.192 8.517  0.000
C 9.636 11.024 7.535  -0.007
C 9.036 11.103 6.311  0.001
C 7.955 10.311 6.062  -0.009
C 7.536 9.420 7.053  0.000
N 8.082 9.358 8.243  -0.013
Si 7.873 9.665 10.917  -0.001
C 6.345 10.597 10.480  0.002
C 8.187 9.934 12.781  0.011
C 7.306 7.892 10.919  -0.004
C 13.042 9.248 9.839  0.005
C 13.354 10.694 9.798  0.008
C 14.682 11.098 9.614  0.002
C 14.968 12.435 9.493  0.003
C 13.947 13.359 9.506  0.001
C 12.656 12.902 9.702  0.012
N 12.380 11.599 9.863  0.045
Si 14.129 8.368 11.176  0.003
C 15.915 8.129 10.640  0.001
C 13.460 6.701 11.601  0.003
C 14.221 9.531 12.654  0.000
Si 13.355 8.510 8.064  0.001
C 13.386 6.630 8.076  0.000
C 12.064 9.187 6.924  0.000
C 14.937 9.135 7.353  0.000
H 9.495 6.786 10.282  0.000
H 11.239 6.459 9.950  -0.001
H 10.247 7.331 8.777  0.001
H 10.440 11.708 7.816  0.001
H 9.402 11.754 5.511  0.000
H 7.403 10.328 5.117  -0.001
H 6.636 8.800 6.907  0.000
H 6.443 11.690 10.561  0.000
H 5.516 10.319 11.198  0.000
H 5.951 10.417 9.476  0.000
H 8.821 10.736 13.128  0.004
H 8.508 9.005 13.308  0.000
H 7.198 10.158 13.187  0.001
H 7.222 7.433 9.939  0.000
H 6.251 7.987 11.276  0.000
H 7.842 7.168 11.545  0.000
H 15.462 10.360 9.568  0.000
H 16.006 12.776 9.342  0.000
H 14.166 14.410 9.499  0.000
H 11.851 13.591 9.700  0.003
H 16.054 7.598 9.706  0.000
H 16.378 7.509 11.446  0.000
H 16.518 9.067 10.642  0.000
H 13.379 6.030 10.764  0.000
H 12.519 6.647 12.150  0.002
H 14.206 6.226 12.249  0.000
H 14.612 10.476 12.272  0.000
H 14.948 9.115 13.399  0.000
H 13.329 9.684 13.208  0.000
H 12.468 6.156 8.328  0.000
H 14.194 6.258 8.688  0.000
H 13.635 6.333 7.006  0.000
H 11.045 8.808 7.040  0.000
H 12.467 8.998 5.900  0.000
H 11.946 10.242 6.992  0.000
H 15.781 8.991 8.027  0.000
H 14.875 10.157 7.028  0.000
H 15.232 8.535 6.467  0.000
C 11.170 11.518 14.617  0.000
P 11.030 12.623 13.164  0.019
C 12.671 13.403 13.085  0.006
C 9.887 13.919 13.642  0.003
C 10.218 15.108 14.299  0.000
C 9.265 16.052 14.639  0.000
C 7.928 15.821 14.391  0.000
C 7.592 14.652 13.738  0.000
C 8.543 13.706 13.363  0.002
H 11.426 12.073 15.525  0.000
H 12.011 10.840 14.397  0.000
H 10.274 10.906 14.830  0.000
H 12.909 13.768 14.086  0.001
H 12.748 14.188 12.370  0.000
H 13.387 12.614 12.795  0.000
H 11.246 15.385 14.499  0.000
H 9.539 16.981 15.088  0.000
H 7.148 16.525 14.701  0.000
H 6.553 14.426 13.528  0.000
H 8.211 12.838 12.810  0.002
N 6.864 17.811 8.861  0.008
C 7.455 16.859 9.053  0.002
C 8.088 15.615 9.393  0.017
C 9.180 15.605 10.284  -0.008
C 9.735 14.405 10.632  0.009
C 9.253 13.155 10.168  -0.093
C 8.169 13.211 9.279  0.014
C 7.607 14.423 8.907  -0.006
H 9.527 16.573 10.634  -0.001
H 10.595 14.449 11.320  0.002
H 7.754 12.305 8.850  0.000
H 6.725 14.420 8.249  -0.001

Computed properties:
E_HOMO (alpha / beta) (eV): -10.477 / -10.613
Net charge: +1
Spin multiplicity: 5
Energy (eV): -114474.6317
Expectation value of S²: 6.24
M (g/mol): 831.78
Max |F| (Eh/bohr): 0.0405
Gap between HOMO and LUMO (alpha / beta) (eV): 6.67 / 7.79

***

2.
Density functional theory data (the ωB97M-V functional and the def2-TZVPD basis) for a 12-piece molecular cluster, C37H54N3O33 overall.

Each line ends with the Mulliken charge.
Element x y z (Å)
C 0.578 0.070 -4.024  -0.892
C 0.667 1.429 -4.271  0.159
C -0.371 2.246 -4.971  -0.982
N -1.471 1.453 -5.515  -0.164
C -2.321 0.722 -4.769  0.154
N -3.064 1.236 -3.799  -0.259
N -2.444 -0.579 -5.006  -0.305
H 0.711 -0.710 -4.767  0.339
H 0.412 -0.231 -2.998  0.260
H 1.572 1.930 -3.937  0.471
H 0.092 2.746 -5.826  0.462
H -0.739 3.055 -4.345  0.303
H -1.653 1.491 -6.506  0.287
H -2.646 2.116 -3.502  0.342
H -3.091 0.601 -3.002  0.257
H -2.381 -1.108 -4.140  0.234
H -1.639 -0.880 -5.543  0.326
C -4.625 -2.469 -7.344  0.490
C -5.354 -1.454 -8.187  -0.435
O -4.516 -1.359 -9.349  -0.329
C -3.810 -2.518 -9.447  0.609
O -3.154 -2.820 -10.388  -0.536
O -3.956 -3.270 -8.331  -0.353
H -5.292 -3.074 -6.746  0.297
H -3.880 -2.013 -6.695  -0.301
H -6.345 -1.792 -8.493  0.242
H -5.449 -0.488 -7.699  0.361
C 5.387 -0.117 -3.300  -0.366
C 5.314 -1.039 -2.106  -0.335
O 4.456 -0.310 -1.212  -0.171
C 3.706 0.521 -1.951  0.559
O 2.776 1.142 -1.526  -0.624
O 4.127 0.571 -3.232  -0.296
H 5.487 -0.650 -4.242  0.307
H 6.191 0.615 -3.218  0.284
H 4.849 -1.997 -2.339  0.237
H 6.283 -1.222 -1.651  0.347
C -0.152 1.013 -0.555  1.154
C -0.165 2.205 0.367  -0.327
O -1.274 1.908 1.231  -0.320
C -1.463 0.569 1.221  0.766
O -2.190 -0.018 1.955  -0.562
O -0.707 -0.023 0.260  -0.368
H 0.847 0.756 -0.883  -0.359
H -0.794 1.154 -1.434  -0.486
H 0.742 2.281 0.967  0.272
H -0.318 3.146 -0.154  0.324
C -0.107 -0.604 5.584  -0.289
C -0.657 0.432 4.633  0.087
O -0.137 1.652 5.177  -0.349
C 0.970 1.345 5.897  0.632
O 1.725 2.151 6.338  -0.547
O 1.104 0.009 6.047  -0.341
H 0.101 -1.554 5.099  0.334
H -0.760 -0.781 6.438  0.123
H -0.280 0.310 3.619  -0.093
H -1.742 0.451 4.605  0.397
C -6.164 0.301 -12.992  -0.353
C -6.188 -0.536 -11.737  -0.071
O -6.905 0.295 -10.819  -0.262
C -7.676 1.149 -11.546  0.592
O -8.510 1.854 -11.087  -0.522
O -7.359 1.080 -12.865  -0.329
H -6.184 -0.295 -13.900  0.312
H -5.306 0.976 -13.030  0.266
H -6.738 -1.470 -11.871  0.231
H -5.199 -0.760 -11.362  0.146
C -0.608 5.337 6.524  0.122
C -0.666 4.414 7.712  -0.092
O -1.516 5.119 8.620  -0.366
C -2.292 5.963 7.888  0.561
O -3.215 6.569 8.316  -0.517
O -1.865 6.015 6.597  -0.368
H -0.504 4.805 5.582  0.273
H 0.196 6.072 6.607  -0.126
H -1.125 3.453 7.469  0.150
H 0.311 4.237 8.153  0.337
C 4.846 -3.735 2.471  0.029
C 4.105 -2.722 1.632  -0.396
O 5.015 -2.498 0.549  -0.189
C 5.813 -3.592 0.445  0.582
O 6.557 -3.788 -0.460  -0.534
O 5.644 -4.422 1.500  -0.365
H 4.180 -4.426 2.983  0.340
H 5.506 -3.268 3.202  -0.033
H 3.167 -3.112 1.231  0.266
H 3.903 -1.797 2.166  0.316
C 3.330 7.033 3.683  -0.406
C 2.357 6.488 4.700  -0.289
O 1.260 6.062 3.882  -0.192
C 1.742 5.826 2.637  0.575
O 1.129 5.303 1.763  -0.555
O 3.016 6.266 2.517  -0.318
H 4.368 6.892 3.971  0.325
H 3.162 8.089 3.465  0.267
H 2.750 5.623 5.238  0.250
H 2.034 7.236 5.420  0.374
C -5.015 -2.550 -1.424  -0.312
C -5.429 -3.904 -1.954  -0.377
O -5.908 -3.587 -3.269  -0.306
C -5.332 -2.437 -3.660  0.540
O -5.389 -1.988 -4.760  -0.484
O -4.666 -1.846 -2.629  -0.232
H -4.169 -2.601 -0.745  0.321
H -5.833 -2.022 -0.934  0.266
H -4.590 -4.595 -2.043  0.264
H -6.210 -4.370 -1.361  0.307
C -0.730 -3.849 10.165  -0.359
C -1.512 -2.837 9.360  -0.348
O -0.630 -2.570 8.263  -0.229
C 0.193 -3.642 8.120  0.616
O 0.923 -3.804 7.199  -0.504
O 0.063 -4.495 9.163  -0.339
H -1.365 -4.567 10.676  0.303
H -0.064 -3.382 10.893  0.262
H -2.447 -3.244 8.969  0.269
H -1.726 -1.928 9.915  0.321
C 9.051 -3.161 6.026  -0.355
C 7.799 -3.749 5.420  -0.338
O 7.362 -2.706 4.539  -0.265
C 8.449 -1.948 4.225  0.598
O 8.457 -1.110 3.388  -0.509
O 9.511 -2.284 4.995  -0.331
H 9.802 -3.911 6.259  0.307
H 8.846 -2.573 6.923  0.257
H 7.999 -4.647 4.831  0.270
H 7.035 -3.975 6.160  0.330

Computed properties:
E_HOMO (eV): -11.390
Net charge: +1
Energy (eV): -111273.9212
M (g/mol): 1068.83
Max |F| (Eh/bohr): 0.0474
Gap between HOMO and LUMO (eV): 7.66